(1)
{
  "formula": "C8H15N4",
  "method": "ωB97M-V/def2-TZVPD",
  "e_tot_ev": -14487.891,
  "e_lumo_ev": [-5.616, -5.615],
  "e_homo_ev": [-12.07, -12.07],
  "total_charge": 1,
  "largest_force_ha_per_bohr": 0.119,
  "elements": ["C", "C", "C", "C", "C", "C", "C", "C", "N", "N", "N", "N", "H", "H", "H", "H", "H", "H", "H", "H", "H", "H", "H", "H", "H", "H", "H"],
  "xyz": [[-3.411, -0.975, -2.089], [-2.861, -1.262, -1.044], [1.368, -0.398, 0.598], [1.178, 2.312, 0.106], [1.598, 1.866, 1.446], [-0.060, 1.454, -0.215], [1.896, -1.830, 0.407], [-2.069, -1.617, 0.011], [1.905, 0.367, 1.393], [0.219, -0.037, -0.130], [-2.046, -0.906, 1.113], [0.051, -0.734, -1.341], [-3.699, -0.588, -3.019], [0.939, 3.453, 0.097], [2.201, 2.206, -0.575], [2.432, 2.321, 1.833], [0.790, 1.991, 2.164], [-0.917, 1.687, 0.444], [-0.399, 1.819, -1.225], [2.549, -2.089, 1.173], [2.459, -1.859, -0.536], [1.207, -2.607, 0.319], [-1.207, -2.385, -0.174], [-1.506, -1.160, 1.840], [-2.752, -0.088, 1.242], [0.852, -0.614, -1.960], [-0.718, -0.326, -1.878]]
}


(2)
{
  "formula": "C8H15NO",
  "method": "ωB97M-V/def2-TZVPD",
  "e_tot_ev": -12074.459,
  "e_lumo_ev": 0.653,
  "e_homo_ev": -9.61,
  "smiles": "CCC[C@H]1C[C@H]1CC(N)=O",
  "largest_force_ha_per_bohr": 0.116,
  "elements": ["C", "C", "C", "C", "C", "C", "C", "C", "N", "O", "H", "H", "H", "H", "H", "H", "H", "H", "H", "H", "H", "H", "H", "H", "H"],
  "xyz": [[1.452, 4.205, -0.340], [0.491, 3.324, 0.451], [0.846, 1.839, 0.381], [-0.121, 0.981, 1.164], [-1.382, 0.462, 0.529], [-0.286, -0.498, 0.936], [0.521, -1.244, -0.098], [-0.007, -2.625, -0.420], [-1.225, -2.762, -0.954], [0.748, -3.416, -1.080], [2.477, 4.119, 0.051], [1.472, 3.911, -1.401], [1.159, 5.263, -0.289], [0.480, 3.643, 1.506], [-0.535, 3.462, 0.075], [0.866, 1.530, -0.675], [1.868, 1.689, 0.770], [-0.218, 1.281, 2.211], [-2.311, 0.470, 1.101], [-1.504, 0.641, -0.543], [-0.482, -1.076, 1.844], [0.562, -0.686, -1.045], [1.564, -1.380, 0.226], [-1.989, -2.363, -0.422], [-0.765, -3.633, -1.717]]
}


(3)
{
  "formula": "C8H16AlCl2O",
  "method": "ωB97M-V/def2-TZVPD",
  "e_tot_ev": -42247.926,
  "e_lumo_ev": [2.833, 2.833],
  "e_homo_ev": [-0.90, -0.90],
  "total_charge": -1,
  "largest_force_ha_per_bohr": 0.058,
  "elements": ["Al", "Cl", "Cl", "C", "H", "H", "C", "C", "H", "C", "H", "C", "H", "H", "C", "H", "H", "C", "H", "H", "H", "H", "C", "O", "H", "H", "H", "H"],
  "xyz": [[1.468, -0.436, 1.794], [1.442, -2.569, 1.838], [2.643, 0.764, 3.110], [2.033, 0.042, 0.011], [2.623, 0.968, 0.062], [2.651, -0.755, -0.409], [-0.459, 0.468, -0.300], [0.799, 0.281, -0.926], [-0.592, 0.567, 0.769], [0.661, -0.807, -2.011], [1.004, 1.226, -1.490], [-0.446, -0.450, -3.035], [1.618, -0.943, -2.537], [0.437, -1.774, -1.528], [-1.772, -0.069, -2.375], [-0.094, 0.403, -3.625], [-0.557, -1.288, -3.732], [-1.597, 0.847, -1.144], [-2.431, 0.421, -3.097], [-2.272, -0.980, -2.041], [-1.463, 1.868, -1.534], [-2.512, 0.865, -0.522], [-0.517, 0.543, 4.029], [-0.210, -0.283, 2.878], [-1.431, 1.104, 3.786], [0.349, 1.200, 4.188], [-0.670, -0.081, 4.918], [-0.707, -1.131, 2.922]]
}


(4)
{
  "formula": "C8H16BrN4O2",
  "method": "ωB97M-V/def2-TZVPD",
  "e_tot_ev": -88641.971,
  "e_lumo_ev": -3.672,
  "e_homo_ev": -12.21,
  "total_charge": 1,
  "largest_force_ha_per_bohr": 0.048,
  "elements": ["C", "C", "C", "Br", "N", "N", "C", "C", "C", "C", "O", "N", "C", "N", "H", "H", "H", "H", "H", "H", "H", "H", "H", "H", "H", "H", "H", "H", "O", "H", "H"],
  "xyz": [[3.703, -1.084, 0.737], [3.005, -1.304, -0.617], [1.496, -1.388, -0.484], [0.757, -2.703, -1.737], [0.753, -0.144, -0.577], [-0.466, -0.083, 0.017], [-0.983, 1.124, -0.259], [-2.345, 1.411, 0.243], [-3.238, 0.519, -0.613], [-3.720, -0.817, 0.139], [-4.493, 0.488, -0.305], [-0.142, 1.844, -0.981], [0.924, 1.055, -1.183], [2.001, 1.416, -1.923], [4.716, -0.761, 0.532], [3.190, -0.357, 1.361], [3.751, -2.028, 1.267], [3.357, -0.590, -1.346], [3.336, -2.270, -0.974], [1.275, -1.798, 0.493], [-0.947, -0.792, 0.563], [-2.481, 1.054, 1.254], [-2.683, 2.428, 0.082], [-2.991, 0.405, -1.661], [-4.657, -1.377, 0.206], [-3.430, -1.385, -0.803], [2.924, 1.508, -1.549], [1.856, 1.651, -2.886], [-1.693, 1.361, 3.330], [-1.971, 1.608, 4.219], [-0.807, 1.010, 3.457]]
}


(5)
{
  "formula": "C8H16Cl2CuMgO9S",
  "method": "ωB97M-V/def2-TZVPD",
  "e_tot_ev": -112934.122,
  "e_lumo_ev": [-5.193, -5.197],
  "e_homo_ev": [-7.95, -7.83],
  "spin_multiplicity": 2,
  "largest_force_ha_per_bohr": 0.163,
  "s_squared": 0.764,
  "elements": ["Mg", "Cu", "S", "O", "O", "O", "O", "C", "O", "H", "H", "H", "C", "O", "H", "H", "H", "C", "C", "C", "O", "C", "O", "O", "H", "H", "H", "H", "H", "H", "Cl", "C", "C", "Cl", "H", "H", "H", "H"],
  "xyz": [[-2.031, 0.828, 3.570], [-4.458, -2.372, 1.438], [-5.613, -5.209, -0.655], [-5.354, -6.647, -0.744], [-6.578, -5.150, -1.770], [-6.127, -4.712, 0.612], [-4.452, -4.336, -0.759], [-0.952, -0.217, -0.446], [-1.539, -0.530, 0.750], [-1.115, 0.818, -0.749], [0.109, -0.402, -0.279], [-1.314, -0.879, -1.232], [-5.521, -1.105, 5.572], [-4.584, -0.931, 4.536], [-6.505, -0.674, 5.388], [-5.611, -2.182, 5.715], [-5.146, -0.728, 6.523], [4.369, -2.276, -0.043], [4.714, -0.884, -0.645], [4.997, 0.230, 0.285], [5.871, 1.045, -0.334], [6.560, 0.265, -1.235], [7.623, 0.531, -1.840], [5.952, -0.955, -1.245], [3.293, -2.293, 0.129], [5.067, -2.612, 0.724], [4.413, -3.106, -0.749], [3.946, -0.758, -1.409], [5.396, -0.048, 1.261], [4.074, 0.803, 0.375], [-1.050, 6.949, -1.569], [0.109, 6.321, -2.753], [-0.061, 4.831, -2.879], [1.133, 4.368, -4.061], [1.136, 6.461, -2.416], [-0.058, 6.780, -3.727], [-0.988, 4.483, -3.335], [0.298, 4.293, -2.002]]
}


(6)
{
  "formula": "C8H16Cl3CoO4Si",
  "method": "ωB97M-V/def2-TZVPD",
  "e_tot_ev": -99802.072,
  "e_lumo_ev": [-7.900, -10.049],
  "e_homo_ev": [-16.82, -17.75],
  "spin_multiplicity": 5,
  "total_charge": 2,
  "largest_force_ha_per_bohr": 0.034,
  "s_squared": 6.019,
  "elements": ["Co", "C", "C", "O", "C", "C", "O", "C", "C", "O", "C", "C", "O", "H", "H", "H", "H", "H", "H", "H", "H", "H", "H", "H", "H", "H", "H", "H", "H", "Cl", "Si", "Cl", "Cl"],
  "xyz": [[0.486, -0.944, -0.907], [-0.808, 1.894, -0.521], [0.332, 1.989, -1.498], [1.307, 0.957, -1.245], [2.373, 1.252, -0.307], [1.947, 0.954, 1.112], [1.273, -0.301, 1.039], [0.539, -0.721, 2.189], [-0.134, -2.005, 1.774], [-0.790, -1.862, 0.490], [-2.147, -1.380, 0.474], [-2.174, 0.128, 0.447], [-1.121, 0.499, -0.452], [-1.661, 2.466, -0.891], [-0.551, 2.260, 0.474], [0.803, 2.971, -1.469], [-0.028, 1.807, -2.510], [2.683, 2.290, -0.419], [3.196, 0.603, -0.597], [1.287, 1.714, 1.534], [2.835, 0.876, 1.742], [-0.164, 0.060, 2.486], [1.209, -0.926, 3.026], [-0.849, -2.341, 2.523], [0.613, -2.781, 1.623], [-2.699, -1.778, 1.324], [-2.584, -1.780, -0.440], [-1.993, 0.576, 1.425], [-3.137, 0.478, 0.074], [-1.800, -2.739, -3.515], [-0.435, -1.359, -3.113], [0.247, -0.440, -4.734], [1.947, -2.417, -1.136]]
}